2 unconnected molecules or ions with the total composition C5H10FNO at a distorted geometry, computed with wB97M-V/def2-TZVPD.

As for the spin multiplicity: 3. The HOMO energy (alpha / beta) is -5.17 / -10.35 eV. The HOMO-LUMO gap (alpha / beta) is 5.99 / 9.44 eV.

Cartesian coordinates (Å):
C: 0.43 0.30 0.94
C: 1.78 -0.99 -1.36
C: -0.44 0.36 -1.80
C: -1.37 0.72 2.56
C: 0.39 -0.64 -1.06
N: -0.83 0.36 1.22
O: 1.38 0.90 1.35
F: -0.31 -1.80 -0.84
H: 2.06 -1.98 -0.96
H: 2.50 -0.44 -0.89
H: 2.18 -0.89 -2.46
H: -1.01 0.98 -1.09
H: -1.19 -0.17 -2.44
H: 0.31 0.89 -2.42
H: -2.41 0.39 2.82
H: -0.71 0.42 3.35
H: -1.42 1.80 2.41
H: -1.35 -0.20 0.69

Atom charges from the Mulliken analysis, given in e for atoms 1 to 2: atom 1 (C): 0.245, atom 2 (C): -1.309

A gas-phase ion, C5H10FO (charge +1) at a distorted geometry, computed with wB97M-V/def2-TZVPD.

As for the spin multiplicity: 1. The HOMO energy is -16.26 eV. Its total charge is +1. The HOMO-LUMO gap is 10.25 eV.

Cartesian coordinates (Å):
C: -1.30 -0.19 0.47
C: -0.53 0.84 -0.33
C: 0.83 -0.90 1.70
C: 0.67 1.36 -2.28
C: -0.32 -1.36 0.82
O: -0.14 0.53 -1.47
F: -1.92 0.19 1.65
H: -2.10 -0.60 -0.17
H: -0.29 1.80 0.13
H: 1.38 -1.77 2.04
H: 0.46 -0.37 2.57
H: 1.52 -0.26 1.16
H: 0.86 2.34 -1.84
H: 1.61 0.83 -2.45
H: 0.18 1.47 -3.25
H: -0.92 -2.09 1.37
H: 0.02 -1.82 -0.11

Atom charges from the Mulliken analysis, given in e for atoms 1 to 2: atom 1 (C): 0.180, atom 2 (C): 0.048

A molecular structure, C5H10HgO5 at a distorted geometry, computed with wB97M-V/def2-TZVPD.

As for the spin multiplicity: 3. The HOMO energy (alpha / beta) is -8.83 / -9.89 eV. The HOMO-LUMO gap (alpha / beta) is 9.25 / 6.99 eV.

Cartesian coordinates (Å):
C: 0.59 1.55 1.87
C: 1.50 1.67 0.65
O: 0.86 2.25 -0.44
Hg: -1.32 2.55 -0.28
H: 1.12 1.10 2.73
H: 0.24 2.55 2.18
H: -0.29 0.92 1.66
H: 1.87 0.65 0.40
H: 2.40 2.25 0.94
O: -0.62 0.99 -1.76
C: -0.50 -0.38 -1.91
C: -0.69 -1.08 -0.58
O: -0.55 -2.51 -0.81
C: -0.75 -3.32 0.18
O: -1.05 -3.00 1.34
O: -0.64 -4.57 0.02
H: 0.23 1.45 -1.21
H: 0.49 -0.66 -2.32
H: -1.26 -0.76 -2.62
H: -1.69 -0.88 -0.17
H: 0.08 -0.78 0.15

Atom charges from the Mulliken analysis, given in e for atoms 1 to 2: atom 1 (C): -1.190, atom 2 (C): -0.043

2 unconnected molecules or ions with the total composition C5H10IN at a distorted geometry, computed with wB97M-V/def2-TZVPD.

As for the spin multiplicity: 1. The HOMO energy is -8.68 eV. The HOMO-LUMO gap is 9.23 eV.

Cartesian coordinates (Å):
C: 0.27 0.35 1.48
C: -0.91 -1.62 -0.54
C: 0.06 1.73 -0.63
C: 0.44 -1.13 -0.93
C: 0.77 0.68 0.16
N: -0.90 0.71 1.80
I: 2.91 0.86 0.10
H: 0.94 -0.23 2.12
H: -1.68 -0.88 -0.75
H: -1.15 -2.53 -1.10
H: -0.96 -1.87 0.52
H: 0.25 2.71 -0.20
H: 0.38 1.74 -1.67
H: -1.02 1.55 -0.57
H: 0.54 -0.76 -1.93
H: 1.27 -1.74 -0.60
H: -1.21 0.43 2.73

Atom charges from the Mulliken analysis, given in e for atoms 1 to 2: atom 1 (C): -0.209, atom 2 (C): -0.950

A gas-phase ion, C5H10IN2 (charge +1) at a distorted geometry, computed with wB97M-V/def2-TZVPD.

As for the spin multiplicity: 1. The HOMO energy is -13.42 eV. Its total charge is +1. The HOMO-LUMO gap is 8.75 eV. Its structure (SMILES) is CN[C@@H](C)C=[N+]=CI.

Cartesian coordinates (Å):
C: 1.02 1.80 0.57
N: -0.03 0.72 0.40
C: 0.50 -0.50 -0.17
C: 1.11 -1.61 0.84
C: -0.63 -1.10 -1.04
N: -1.65 -0.48 -1.41
C: -2.36 0.52 -1.33
I: -3.79 0.76 0.11
H: 1.94 1.50 1.13
H: 1.29 2.25 -0.37
H: 0.56 2.47 1.28
H: -0.36 0.63 1.40
H: 1.23 -0.30 -1.04
H: 1.33 -2.43 0.14
H: 0.40 -2.11 1.49
H: 1.96 -1.16 1.40
H: -0.32 -2.14 -1.26
H: -2.21 1.19 -2.16

Atom charges from the Mulliken analysis, given in e for atoms 1 to 2: atom 1 (C): -0.936, atom 2 (N): -0.294

A gas-phase ion, C5H10IN4O (charge +1) at a distorted geometry, computed with wB97M-V/def2-TZVPD.

As for the spin multiplicity: 1. The HOMO energy is -13.23 eV. Its total charge is +1. The HOMO-LUMO gap is 9.48 eV. Its structure (SMILES) is CC(C)(I)n1c[n+](N)c(O)n1.

Cartesian coordinates (Å):
C: 1.68 0.47 2.11
C: 1.44 0.37 0.63
C: 1.22 -1.12 0.28
I: 3.22 0.96 -0.55
N: 0.25 1.05 0.24
C: 0.13 1.49 -1.06
N: -1.14 1.81 -1.04
N: -1.83 2.22 -2.14
C: -1.73 1.45 0.18
O: -2.99 1.67 0.33
N: -0.83 0.99 0.93
H: 2.41 -0.31 2.34
H: 0.67 0.49 2.70
H: 2.19 1.45 2.28
H: 2.10 -1.58 0.64
H: 1.37 -1.33 -0.79
H: 0.26 -1.49 0.51
H: 0.80 1.96 -1.73
H: -1.26 2.74 -2.79
H: -2.74 2.59 -2.13
H: -3.40 1.16 0.98

Atom charges from the Mulliken analysis, given in e for atoms 1 to 2: atom 1 (C): -1.032, atom 2 (C): 0.031

Record-wise energy relative to the best compared isomer or geometry (same formula, charge and spin) values, in kcal per mole: 22.5, 0.0, 23.2, 14.3, 58.1, 27.3